No. 1
# C23H43CoN2O2P3

A molecular structure, C23H43CoN2O2P3 (ωB97M-V with the def2-TZVPD basis set, the OMol25 dataset).

```
74
Properties=species:S:1:pos:R:3:forces:R:3:lowdin_spin:R:1
Co -0.396705 0.112846 0.848982 2.3 0.6 -1.1 2.5335
P 1.019229 1.300920 -0.853023 -0.2 -0.1 0.2 0.0462
P 1.529187 0.326136 2.434322 0.5 0.2 0.9 0.0746
P -1.095013 -1.571464 2.081641 -1.8 -1.5 1.8 0.0716
O -2.497577 -0.003246 -4.458437 -2.0 1.8 0.9 0.0883
O 4.347476 -1.838838 -0.185110 -1.3 -0.9 -1.0 0.0002
N 4.474993 -3.400107 -1.869921 -0.4 0.3 1.3 0.0005
N 0.277458 -1.537954 -0.410823 0.1 -1.0 -0.3 0.0798
C -2.892481 1.205243 -3.898850 1.1 -1.1 -1.0 0.2658
C -1.792288 -0.830578 3.613217 -0.4 0.1 0.4 0.0156
C -2.496004 -2.212672 1.072199 -0.4 -0.1 0.3 0.0180
C -2.945800 1.353741 -2.487910 -0.4 0.8 1.4 0.1516
C 0.630373 2.988782 -0.275194 0.1 0.2 -0.3 0.0130
C -2.763657 3.600717 -4.153901 0.0 -0.7 -1.8 0.0662
C 1.520861 -1.989539 -0.145824 0.0 0.3 -0.9 0.0044
C 0.520930 1.139549 -2.600774 0.0 0.0 -0.4 0.0148
C -2.961646 2.338998 -4.724387 0.3 1.6 -0.1 0.0707
C 1.173059 1.703720 3.578178 0.0 0.1 0.0 0.0102
C 1.769468 -1.060122 3.610677 -0.1 -0.2 0.0 0.0029
C -3.268792 1.328949 1.302275 0.4 1.3 0.9 0.0243
C -2.648790 2.607178 -1.947700 -0.2 -1.7 0.1 0.0408
C -0.333516 -1.932192 -1.546544 0.9 -0.4 0.0 0.0068
C 0.284126 -2.827332 -2.426362 -0.6 0.2 0.2 0.0039
C -2.283914 1.885350 2.058890 -0.9 0.6 -0.3 0.0112
C 2.292705 -2.638071 -1.130390 -0.9 0.2 0.5 0.0040
C 3.306243 0.569431 2.044291 0.1 0.2 -0.2 0.0189
C -0.556179 -3.263195 2.595625 0.7 -0.2 0.1 0.0100
C -2.563744 3.745209 -2.769407 0.3 0.0 0.3 0.2910
C 3.780883 -2.605621 -0.975534 1.9 -0.3 0.0 0.0008
C 2.845678 1.174199 -0.988350 0.2 0.0 0.0 0.0016
C 1.618305 -3.169901 -2.240020 0.1 0.4 0.5 -0.0034
H -0.475989 -3.879125 1.685976 0.0 0.2 0.3 0.0001
H -2.364499 4.733097 -2.346008 -0.1 -0.3 -0.1 0.0112
H -2.643668 4.470892 -4.814598 -0.4 -0.4 0.4 0.0000
H -3.116082 2.201755 -5.795563 0.3 0.1 0.2 0.0003
H -2.722386 -3.217198 1.458832 -0.2 0.3 -0.3 0.0038
H 5.465136 -3.491110 -1.643688 -0.3 0.1 -0.3 0.0001
H 0.241511 0.106687 -2.835214 -0.1 0.2 0.2 0.0011
H 3.484865 1.585518 1.682947 0.0 -0.1 0.1 0.0000
H -3.630581 1.911669 0.452659 0.5 -0.7 -0.3 0.0008
H 1.131728 2.644498 3.017858 0.2 -0.1 0.1 0.0002
H -2.422151 2.634012 -0.886928 -0.4 0.4 -0.1 -0.0018
H -2.125266 -2.317239 0.050615 -0.2 -0.1 0.2 0.0015
H 0.932483 -1.171443 4.302467 0.1 0.1 0.0 0.0000
H 0.395412 -3.338256 3.147136 -0.5 0.2 -0.3 0.0004
H 1.945357 1.752185 4.364751 -0.4 0.1 -0.3 0.0026
H 0.376005 3.641807 -1.120971 0.2 0.1 0.4 0.0018
H 0.177085 1.575232 4.015951 0.2 -0.1 0.1 -0.0001
H 3.203439 0.142166 -0.848665 -0.1 0.4 0.0 0.0004
H -1.681043 2.734428 1.698940 -0.6 -0.3 0.1 0.0008
H 1.512325 3.367659 0.257825 -0.3 0.2 -0.1 0.0006
H 2.126432 -3.824042 -2.945531 -0.1 0.3 0.0 -0.0002
H -3.419436 -1.617718 1.074355 0.4 -0.1 0.1 -0.0002
H 1.882280 -2.011116 3.080346 0.2 0.2 0.1 0.0004
H -2.267845 1.782570 3.151607 0.4 -0.3 -0.7 0.0000
H 2.685338 -0.857757 4.183319 -0.3 -0.1 -0.1 0.0009
H -0.326988 1.805781 -2.804840 0.4 -0.2 -0.1 0.0011
H 3.340721 1.818627 -0.254991 -0.2 -0.2 -0.2 0.0000
H -2.761848 -1.288150 3.841548 0.3 -0.2 0.3 0.0028
H -3.292574 0.511847 -1.862896 0.8 0.4 -0.3 0.0045
H 1.365115 1.342899 -3.272911 -0.3 0.3 0.2 0.0024
H -0.215637 2.926182 0.431682 0.5 0.3 -0.4 0.0032
H -1.330761 -1.524662 -1.740582 0.4 -0.2 0.0 0.0023
H -3.962375 0.572915 1.661455 0.3 0.1 0.2 0.0006
H -1.131702 -0.765674 4.500848 -0.3 -0.8 -0.5 0.0001
H -2.009507 0.217455 3.450577 0.0 -0.4 -0.2 0.0007
H 3.176900 1.525677 -1.972832 -0.2 -0.1 0.1 0.0003
H -3.302340 -0.560356 -4.437035 0.5 -0.6 -0.1 0.0123
H 4.024933 -4.257933 -2.172643 0.3 0.2 0.0 0.0000
H -1.355172 -3.681714 3.243004 0.4 0.3 -0.4 0.0024
H -0.291988 -3.231640 -3.248411 0.1 0.1 -0.1 0.0005
H 3.888543 0.430588 2.966815 -0.2 0.1 -0.3 0.0034
H 1.929282 -1.763735 0.845637 0.0 0.0 -0.6 0.0007
H 3.670077 -0.137416 1.285320 -0.1 0.1 0.3 0.0003
```
Positions in Å, forces in eV/Å.

Energy above the lowest of the compared OMol25 structures with the same formula, charge and spin   0.00 kcal per mole
Gap between HOMO and LUMO (spin up / spin down)   6.8 / 4.6 eV
Net charge   +3
Calculated total energy   -97088.55028 eV
2S+1   5
HOMO (spin up / spin down)   -15.8 / -17.3 eV
<S²>   6.034


No. 2
# C23H43FIN2O2

3 unconnected molecules or ions with the total composition C23H43FIN2O2 (ωB97M-V with the def2-TZVPD basis set, the OMol25 dataset).

```
72
Properties=species:S:1:pos:R:3:forces:R:3:mulliken_charge:R:1
I -8.450991 -1.169698 0.492405 0.1 0.0 0.2 0.0804
F -0.122317 -0.047465 -0.100314 -0.1 -0.3 -0.4 -0.1563
O -2.094084 2.856152 3.930656 -0.2 -1.2 -0.2 -0.5086
O -1.513962 0.994644 5.046693 -0.9 -0.3 -0.8 -0.2799
N -4.383015 0.368221 3.192285 0.1 -0.3 0.3 -0.3974
N -2.257385 -0.486649 0.404215 0.1 -0.4 -0.7 0.1660
C 1.634304 4.778148 -3.340519 -0.1 0.1 0.1 -0.4914
C -1.917697 1.651118 6.270597 0.4 -0.1 0.7 -0.7112
C 1.358571 2.734586 -1.794314 0.0 0.1 0.1 0.2520
C 2.382655 -1.727664 -0.047259 0.1 0.0 0.1 -0.7816
C -5.595496 -1.755105 1.496330 -1.1 0.1 -0.5 -1.1984
C -1.115546 0.080557 0.738590 0.5 0.0 -0.6 -0.6486
C -0.966599 0.786594 1.882621 0.9 0.8 0.5 1.5235
C -2.069811 0.856614 2.692880 0.4 -0.2 0.2 1.1102
C 3.643958 -2.359599 -0.625283 0.0 0.0 -0.1 -0.7205
C 2.653476 2.044010 -2.220651 -0.1 -0.1 0.0 -0.6458
C 0.729900 3.650729 -2.845447 0.0 0.0 -0.1 -0.9652
C -3.373647 -0.430004 1.151969 -0.7 -0.3 -0.5 -0.0379
C 2.041030 5.755492 -2.241969 0.1 0.0 -0.1 -1.1675
C 2.420713 -3.963075 -2.232374 -0.1 0.0 0.1 -0.6836
C -6.808265 -0.841404 1.806180 1.1 0.3 0.2 -0.9847
C -4.579134 -1.113672 0.544237 0.5 -0.6 0.1 -0.4582
C 0.346738 1.437594 2.188694 0.4 -0.3 0.3 -1.3441
C -1.907207 1.657579 3.949248 0.1 1.7 0.8 -1.1908
C 3.968937 -5.932879 -1.745070 -0.1 0.0 0.1 -1.2183
C 2.475442 1.107819 -3.411906 0.1 0.1 0.0 -1.1562
C 3.464442 -2.858579 -2.058015 0.0 0.0 0.0 -0.4693
C 2.665176 -5.220836 -1.398775 0.0 0.0 -0.1 -0.4227
C -3.275835 0.251900 2.335837 -0.5 0.4 1.3 0.9622
H -5.143013 -2.150442 2.405544 0.2 0.1 0.0 0.4046
H -2.280772 -0.987037 -0.480314 0.0 0.0 0.0 0.3731
H 2.060768 -0.882881 -0.658948 0.0 0.0 0.0 0.0425
H -6.005418 -2.618147 0.973615 0.2 -0.2 0.1 0.5033
H 1.426716 -3.569528 -1.993694 0.0 0.0 0.0 0.2487
H 3.984032 -6.224478 -2.796796 0.0 0.0 0.0 0.3003
H 0.490321 2.361407 1.631321 -0.1 0.0 -0.1 0.2395
H 3.182978 -2.013130 -2.694909 0.0 0.0 0.0 0.0917
H 1.560995 -2.445560 0.011744 0.0 0.0 0.0 0.3169
H -5.054011 -0.444499 -0.177653 -0.2 0.1 0.2 0.3042
H -1.799574 0.919642 7.063764 0.1 -0.2 -0.1 0.2665
H 0.406452 3.055031 -3.703774 0.0 0.0 0.0 0.3565
H 3.978201 -3.173340 0.023145 0.0 0.0 0.0 0.3804
H 2.145074 1.644493 -4.301895 0.0 0.0 0.0 0.3788
H 1.833845 -5.911544 -1.563894 0.0 0.0 0.0 0.3769
H 1.547949 3.306684 -0.879845 0.0 0.0 0.0 0.3157
H 4.080790 -6.836719 -1.145324 0.0 0.0 0.0 0.3841
H 0.448863 1.644578 3.251663 -0.1 0.1 0.0 0.4447
H 2.659086 6.554410 -2.652141 0.0 0.0 0.0 0.3825
H 2.618939 5.264624 -1.456948 0.0 0.0 0.0 0.2756
H -2.961195 1.951914 6.224231 0.0 0.1 -0.2 0.3265
H 3.422076 2.786552 -2.447220 0.0 0.0 0.0 0.4722
H -7.084358 -0.904502 2.853891 -0.5 -0.3 -0.1 0.4277
H 1.161454 6.213576 -1.784578 0.0 0.0 0.0 0.2937
H -4.171074 -1.929995 -0.061803 0.0 0.1 -0.1 0.3859
H 2.650971 -4.978802 -0.331727 0.0 0.0 0.0 0.2351
H 1.103108 5.328459 -4.120732 0.0 0.0 0.0 0.4075
H 2.384613 -4.241309 -3.289838 0.0 0.0 0.0 0.4366
H 4.429720 -3.205612 -2.434282 0.0 0.0 0.0 0.3973
H 1.160740 0.758016 1.937470 0.0 0.1 -0.1 0.2375
H -4.670485 -0.537450 3.542725 -0.3 0.0 -0.2 0.2198
H -6.478096 0.184108 1.668663 -0.3 0.1 -0.1 0.4487
H 0.624090 1.967099 -1.521488 0.0 0.0 0.0 -0.2183
H -4.179714 0.920570 4.016380 0.0 0.2 -0.2 0.2351
H 3.419342 0.619275 -3.657170 0.0 0.0 0.0 0.3531
H 4.837863 -5.302143 -1.552477 0.0 0.0 0.0 0.2859
H 2.528627 4.366481 -3.815767 0.0 0.0 0.0 0.2415
H 1.741534 0.328367 -3.189457 0.0 0.0 0.0 0.1862
H -0.182102 4.087912 -2.425041 0.0 0.0 0.0 0.4147
H 4.444505 -1.615488 -0.616151 0.0 0.0 0.0 0.3804
H 3.031619 1.463580 -1.372925 0.0 0.0 0.0 0.3114
H 2.571892 -1.360834 0.965127 0.0 0.0 0.0 0.3760
H -1.281704 2.501532 6.495970 0.0 0.1 -0.2 0.3031
```
Positions in Å, forces in eV/Å.

Gap between HOMO and LUMO   7.7 eV
Net charge   +1
Calculated total energy   -42436.06572 eV
HOMO   -12.0 eV


No. 3
# C23H43I3NO17P4

4 unconnected molecules or ions with the total composition C23H43I3NO17P4 (ωB97M-V with the def2-TZVPD basis set, the OMol25 dataset).

```
91
Properties=species:S:1:pos:R:3:forces:R:3:mulliken_charge:R:1
I -2.537080 -5.763478 -0.253334 0.7 1.5 0.0 0.1110
I -5.514429 -3.140519 -0.094907 0.2 0.1 1.1 0.1903
I -0.713597 -9.276253 3.944834 -0.3 1.6 0.9 0.1315
P 0.196677 1.759524 2.886441 0.1 -0.1 0.3 1.0748
P 0.552088 -4.289724 2.292485 4.7 -4.8 -0.6 0.8125
P 5.543510 3.668314 -4.636887 -0.8 -0.7 -0.8 1.0992
P 0.311095 2.013481 -4.341695 0.5 0.6 0.1 0.9302
O 0.939537 1.955573 -5.825413 0.3 0.4 1.6 -0.1154
O -0.530361 2.057389 1.479910 -0.3 0.3 1.8 -0.2939
O 4.648651 3.113170 -5.698200 1.2 1.2 1.6 -0.6511
O 1.520199 -3.949167 3.744824 -3.0 2.3 -3.3 -0.5314
O 1.124642 -3.198017 1.090747 -1.7 -0.5 3.1 -0.4252
O 0.947555 -5.803445 1.901285 -2.3 6.3 1.5 -0.6338
O 5.231984 3.161945 -3.139496 1.7 0.1 -1.1 -0.3699
O 1.129087 2.770087 -3.344811 -1.3 -1.1 -1.5 -0.6127
O -1.176025 2.586877 -4.581063 0.8 -1.7 0.5 -0.3296
O 1.641062 2.455920 2.717614 -0.8 -1.7 0.2 -0.3099
O 0.049651 0.464486 -3.984062 -1.1 1.4 -0.2 -0.2544
O -0.578080 2.734724 3.909350 0.0 -0.6 -2.0 -0.3235
O -2.033676 -7.762161 6.290925 5.2 1.6 -6.7 -0.5061
O 0.239148 0.321006 3.291664 0.2 1.5 -0.7 -0.5874
O 7.108737 3.328735 -4.816760 -1.2 -0.1 1.3 -0.3337
O 5.516002 5.274915 -4.503498 -0.6 -1.0 -0.6 -0.2963
O -0.817165 -3.476058 -1.405478 -5.8 -1.4 6.8 -0.4622
N -3.926310 -3.254838 2.629239 2.5 -2.3 1.9 0.7093
C 6.483676 5.904747 -3.689418 0.6 0.4 0.4 -0.6999
C -2.481312 -3.300868 2.073657 1.4 -1.4 2.6 -0.1371
C 1.703538 3.858060 2.556659 0.1 1.1 0.0 -0.7156
C -1.634116 -5.078207 4.179434 -3.0 1.5 -1.4 0.0475
C -1.264772 -4.176421 2.818693 -4.9 0.5 1.9 0.2190
C -1.219678 -7.552559 5.253290 -4.2 -0.2 5.4 0.1327
C -0.164325 2.716665 5.259057 0.2 0.0 1.0 -0.7353
C 0.142153 1.459978 -6.881050 -0.5 -0.2 -0.7 -0.7632
C -5.790015 -4.163292 4.561759 -0.4 1.6 1.4 -0.6765
C -4.948393 -0.007636 0.532451 0.5 1.3 0.1 -1.1071
C -6.147624 -3.649681 5.911857 1.0 -1.5 -3.9 -0.5221
C -4.268977 -4.076732 3.884097 2.1 -2.0 1.6 0.5654
C -4.999752 -2.396258 1.927414 -1.1 1.7 1.0 -1.0380
C -3.176841 -5.020782 4.703881 1.8 2.4 -3.8 -0.6914
C 7.705534 3.663794 -6.051587 0.4 0.1 -0.8 -0.7258
C -1.295667 3.950746 -4.925700 -0.1 0.9 -0.2 -0.7078
C -0.579254 -6.029984 4.989940 -0.4 -0.5 0.1 -0.2711
C -4.615240 -0.768515 1.948051 0.5 0.0 -0.3 -0.0321
C 1.189815 -0.325545 -3.717992 0.8 -0.6 0.2 -0.6564
C -0.060247 1.338275 0.358847 0.3 -0.3 -0.8 -0.3019
C -1.659002 -3.722946 -0.397871 5.1 2.1 -5.3 0.1001
C 3.908190 3.329583 -2.676483 -0.9 -0.1 0.0 -0.4132
C -1.987715 -2.519245 0.716966 -0.6 -0.8 -0.2 1.4232
H -6.041974 -2.418164 2.486653 2.6 -0.7 -0.8 0.6034
H -0.639021 0.783300 -6.523068 0.1 0.1 0.0 0.3296
H -5.337001 -3.625626 6.755568 -1.7 0.7 -1.9 0.2698
H -0.183816 0.263806 0.516436 0.1 0.0 0.0 -0.1117
H -2.175861 4.070621 -5.562873 0.1 -0.1 0.1 0.2516
H 1.736750 0.072107 -2.859316 0.0 0.0 -0.1 0.2331
H 7.220834 4.532198 -6.506472 0.0 -0.1 0.0 0.3464
H -0.320113 2.302783 -7.403404 0.0 -0.1 0.0 0.2627
H -5.221366 -0.221515 2.797603 1.1 -1.4 -1.6 0.3967
H -6.613539 -4.654962 3.853029 1.8 1.8 1.4 0.3432
H -0.460349 -5.565929 6.078789 -0.2 -1.0 -2.4 0.3238
H -0.418306 4.301697 -5.476200 -0.1 0.0 0.1 0.3330
H 0.992564 1.569946 0.175953 -0.1 -0.1 -0.1 0.3769
H 3.643200 4.390342 -2.666197 -0.1 -0.1 0.0 0.2703
H 1.842148 -0.354605 -4.595003 0.0 0.0 0.1 0.3060
H -0.327111 3.710611 5.684111 0.0 -0.1 -0.2 0.2552
H 2.529101 4.101303 1.883707 -0.1 -0.2 0.1 0.2680
H 6.030865 6.775506 -3.209497 -0.1 -0.1 -0.1 0.2646
H 0.777960 4.265368 2.139905 0.1 -0.1 0.0 0.3532
H 3.210145 2.776870 -3.310384 0.2 0.3 0.2 0.1848
H 1.452728 -2.930609 3.799638 0.4 -2.0 0.4 0.3396
H -1.425951 4.546188 -4.019495 0.1 0.0 -0.1 0.2504
H -2.783059 -1.846107 0.194499 1.2 -1.4 1.2 -0.3162
H -4.793218 1.155790 0.728834 -0.3 -2.5 -0.3 0.3392
H -6.068268 -0.114651 0.170535 2.4 -0.1 0.8 0.3335
H -4.190429 -0.271231 -0.347319 -1.8 0.3 1.9 0.2824
H 0.864993 -1.343964 -3.488974 -0.1 0.2 -0.1 0.2581
H 0.897641 2.470980 5.347648 -0.1 0.0 0.1 0.3600
H -3.470076 -0.690285 2.249204 -2.4 0.0 -0.8 0.1188
H 3.841809 2.941908 -1.656464 0.2 0.0 -0.1 0.2343
H 8.756370 3.906802 -5.873293 -0.2 -0.1 0.1 0.2502
H -3.470475 -5.661019 5.656213 0.4 1.6 -2.3 0.3848
H -0.641920 1.635846 -0.517649 0.1 0.1 0.3 0.2439
H -1.046335 -1.805131 0.889946 -2.0 -2.0 -0.2 -0.8269
H 7.645655 2.809746 -6.729635 0.0 0.1 0.0 0.2550
H 7.312439 6.242386 -4.318714 0.0 0.0 0.1 0.2668
H 6.867052 5.235170 -2.914197 0.0 0.1 -0.1 0.3503
H -7.275799 -3.299295 6.061759 2.7 -1.5 0.0 0.2686
H 1.206953 -2.251581 1.410236 -0.1 -1.3 -0.3 0.3141
H -0.759732 1.988230 5.813679 0.1 0.0 0.0 0.2460
H 0.444716 -6.219509 4.448890 -2.1 0.8 0.9 0.3388
H 1.896492 4.319418 3.529685 -0.1 0.0 -0.1 0.2729
H 0.780426 0.919597 -7.584031 0.0 0.1 0.2 0.2591
```
Positions in Å, forces in eV/Å.

Gap between HOMO and LUMO   6.6 eV
Net charge   +1
Calculated total energy   -122290.39218 eV
HOMO   -11.5 eV


> The highest net charge belongs to which entry?

C23H43CoN2O2P3